C7H7FNP | wB97M-V/def2-TZVPD

CARTESIAN COORDINATES (ANGSTROEM)
C 0.271 1.622 1.612
C -0.993 1.798 1.186
C 1.233 0.741 1.215
C -1.194 -0.126 -0.411
C -1.709 0.753 0.473
C 1.011 0.065 0.036
C -1.199 -1.012 -1.421
N 0.033 -1.795 -1.610
F -3.031 0.555 0.854
P 1.511 -1.286 -0.876
H 0.825 2.247 2.352
H -1.587 2.526 1.701
H 2.133 0.756 1.776
H -1.840 -0.838 -2.276
H 0.026 -2.472 -2.458
H 1.790 -2.610 -0.448
H 2.720 -0.925 -1.705

Properties
- ΔE to the lowest compared entry with this formula, charge and spin: 78.0 kcal/mol
- Electronic energy: -766.676228 Eh
- Highest occupied orbital energy: -6.846 eV